Entry 1:
ORCA calculation (ωB97M-V with the def2-TZVPD basis set) on a cluster of 5 separate species, C19H47BNO11 in total.

```
79
Properties=species:S:1:pos:R:3:forces:R:3:mulliken_charge:R:1
C -2.04838 -5.11837 -2.47056 0.213 0.273 -0.015 -1.00
N -1.60237 -4.54990 -3.73030 -0.262 -0.118 0.033 0.07
C -2.14232 -5.27976 -4.85868 0.113 -0.085 -0.021 -1.09
B -1.89191 -3.09778 -3.79021 0.502 0.280 -0.160 0.68
O -3.21660 -2.66888 -3.73242 -0.169 -0.618 0.184 -0.60
C -0.70359 -2.00450 -3.89578 0.138 -0.128 0.045 0.34
O -1.00719 -0.84784 -3.49012 0.042 0.137 0.156 -0.68
O 0.40703 -2.39984 -4.32093 -0.054 0.105 -0.053 -0.72
H -3.11186 -4.94913 -2.25244 -0.202 -0.145 -0.041 0.27
H -1.84508 -6.18702 -2.45820 -0.049 -0.195 -0.006 0.35
H -1.47241 -4.67731 -1.65697 0.037 0.061 0.136 0.23
H -1.72277 -4.89374 -5.78470 0.005 0.137 -0.132 0.32
H -3.23847 -5.25571 -4.93044 -0.144 0.049 -0.001 0.29
H -1.83951 -6.32571 -4.79184 0.025 -0.152 0.029 0.33
H -3.46660 -2.40927 -2.84387 -0.063 0.460 -0.081 0.26
C -3.33975 -0.33886 1.02835 0.084 0.006 -0.043 -0.88
O -2.05283 -0.73949 0.62000 -0.102 -0.002 0.134 -0.03
C -1.60027 -0.11491 -0.58698 0.067 -0.291 0.111 -0.31
C -0.59945 0.96458 -0.29267 0.121 0.250 -0.213 0.11
O -1.15256 2.08399 0.40234 -0.036 -0.107 0.095 -0.37
C -0.85773 2.07527 1.78409 -0.052 0.023 -0.032 -0.81
H -3.49788 -0.71471 2.04016 -0.003 -0.022 -0.007 0.26
H -3.44070 0.75058 1.03611 -0.019 0.016 -0.002 0.29
H -4.10991 -0.76229 0.37232 -0.032 0.047 -0.006 0.23
H -2.44027 0.27185 -1.16728 -0.030 0.014 -0.003 0.47
H -1.10580 -0.86816 -1.20129 -0.095 0.038 -0.080 -0.18
H -0.20972 1.32776 -1.24719 0.013 -0.025 -0.010 0.50
H 0.23385 0.54014 0.27851 0.027 0.048 0.031 -0.20
H 0.20273 2.29390 1.96042 0.008 -0.050 0.030 0.30
H -1.10075 1.11491 2.24640 0.032 -0.002 0.014 0.30
H -1.45709 2.85646 2.25271 0.008 0.024 -0.015 0.30
C -0.59772 -3.55274 5.35626 0.030 -0.019 -0.029 -0.69
O -0.10664 -3.85635 4.06934 -0.009 0.053 0.049 -0.44
C -0.61648 -2.99607 3.05337 0.036 -0.149 -0.036 -0.63
C 0.37620 -1.93381 2.65679 0.005 0.215 -0.101 0.42
O 0.62219 -1.01733 3.72260 0.014 -0.070 0.073 -0.37
C 1.84475 -1.24859 4.38680 -0.034 0.040 -0.024 -0.60
H -0.02698 -4.14305 6.07254 -0.006 -0.028 -0.008 0.25
H -0.47814 -2.49219 5.59448 -0.018 0.007 0.009 0.30
H -1.65729 -3.82157 5.44531 -0.012 0.040 0.017 0.32
H -1.54876 -2.52858 3.38480 -0.022 0.017 0.000 0.35
H -0.83991 -3.61246 2.17911 -0.005 0.017 -0.008 0.30
H -0.04154 -1.36614 1.82355 -0.003 -0.045 -0.002 -0.10
H 1.31223 -2.39098 2.32312 0.010 -0.010 -0.005 0.17
H 2.69369 -0.97781 3.74731 0.020 -0.038 0.011 0.08
H 1.94827 -2.29376 4.69244 0.020 -0.010 -0.005 0.34
H 1.86122 -0.61630 5.27431 0.001 0.027 -0.009 0.29
C 2.76645 -0.90375 -1.46555 -0.088 -0.079 -0.109 -0.53
O 2.83751 -1.69182 -0.28092 0.039 0.140 0.077 -0.11
C 4.08470 -2.32198 -0.08679 -0.193 -0.067 0.016 -0.70
C 4.90274 -1.61668 0.97162 0.149 0.012 -0.044 -0.11
O 5.28956 -0.31315 0.56896 -0.015 0.025 0.050 -0.40
C 4.47382 0.70549 1.11396 -0.016 -0.006 -0.052 -0.42
H 1.84164 -0.33372 -1.42116 -0.043 -0.047 -0.029 -0.11
H 3.61188 -0.21381 -1.53902 0.025 -0.008 0.046 0.36
H 2.72678 -1.53797 -2.35461 -0.037 0.012 -0.015 0.33
H 4.64418 -2.37198 -1.02596 0.029 0.012 -0.005 0.41
H 3.89266 -3.34799 0.24744 0.037 -0.017 -0.015 0.38
H 5.81796 -2.18805 1.16052 -0.013 -0.003 -0.001 0.38
H 4.33215 -1.57133 1.90556 -0.014 -0.010 0.023 -0.10
H 4.65350 0.81447 2.19049 -0.033 -0.008 0.014 0.33
H 3.41303 0.50458 0.94470 -0.005 0.002 0.014 0.03
H 4.74050 1.63714 0.61800 0.029 0.003 0.001 0.25
C -0.72080 7.59937 0.38281 0.035 -0.018 -0.016 -0.73
O 0.02022 6.47281 -0.03130 -0.068 0.042 -0.037 -0.41
C -0.79441 5.34949 -0.36039 0.206 -0.034 0.098 -0.03
C -0.95951 5.19064 -1.85116 -0.177 -0.042 -0.067 -0.51
O -1.69329 6.27029 -2.42035 0.055 0.057 0.036 -0.39
C -0.87783 7.21887 -3.07411 -0.036 -0.020 -0.001 -0.73
H -0.03150 8.44105 0.44393 0.020 -0.010 0.020 0.25
H -1.51671 7.84287 -0.32637 -0.018 0.005 0.012 0.31
H -1.16283 7.43534 1.37302 -0.040 0.012 -0.014 0.32
H -1.77527 5.43816 0.11620 -0.025 0.002 0.006 0.30
H -0.30920 4.45542 0.03517 -0.031 -0.012 -0.006 0.05
H -1.51632 4.27103 -2.04657 0.021 -0.013 0.007 0.33
H 0.01999 5.10202 -2.32986 0.023 0.001 -0.003 0.34
H -0.46435 6.80611 -4.00127 0.043 0.011 0.009 0.32
H -0.05630 7.55480 -2.43513 0.016 -0.001 -0.011 0.32
H -1.50593 8.07372 -3.32251 -0.022 -0.011 -0.016 0.24
```
Positions in Å, forces in eV/Å.

Calculated values
- net charge = -1
- E_tot (eV) = -45151.7982
- maximum force (eV Å⁻¹) = 0.7
- HOMO-LUMO gap (eV) = 6.54

***

Entry 2:
ORCA calculation (ωB97M-V with the def2-TZVPD basis set) on a structure of composition C19H47CoO3PS3SbSi at a distorted geometry.

```
76
Properties=species:S:1:pos:R:3:forces:R:3:mulliken_spin:R:1
Co 0.18660 -0.53139 0.30459 0.736 -0.510 0.719 1.08
C 0.82375 -0.31770 3.63522 -0.065 0.071 -0.042 0.00
C 1.16370 -1.79412 3.52704 0.033 -0.066 -0.043 0.00
S 0.45718 -2.60358 2.04767 -0.008 0.086 -0.109 0.03
C 1.90991 -3.49840 1.40877 0.000 0.048 -0.025 0.00
C 2.43854 -2.98644 0.06932 -0.049 0.021 0.004 0.00
S 2.47070 -1.18962 -0.16521 -0.316 0.149 -0.103 0.00
C 3.44561 -0.61682 1.26414 0.031 -0.048 -0.014 0.00
C 2.87547 0.64167 1.90557 -0.038 0.075 0.012 -0.01
S 1.08384 0.69803 2.16960 -0.069 -0.080 -0.066 0.03
H 1.35404 0.12782 4.47895 0.033 -0.005 -0.032 0.00
H -0.24050 -0.19473 3.82600 0.077 0.043 0.022 0.00
H 0.77935 -2.30276 4.41293 -0.021 -0.010 -0.065 0.00
H 2.24239 -1.94136 3.51751 -0.043 -0.030 -0.015 0.00
H 1.62483 -4.54382 1.28401 -0.004 0.023 0.006 0.00
H 2.68337 -3.48425 2.17577 -0.030 0.023 -0.002 0.00
H 1.79111 -3.32681 -0.73991 0.071 0.025 0.023 0.00
H 3.43385 -3.38964 -0.12102 0.017 0.018 0.017 0.00
H 4.46296 -0.41112 0.92408 -0.063 -0.034 -0.012 0.00
H 3.50526 -1.43236 1.97916 -0.026 -0.026 0.008 0.00
H 3.06739 1.50842 1.27264 -0.025 -0.004 0.007 0.00
H 3.37712 0.83329 2.85549 -0.005 0.000 0.013 0.00
C 3.29549 3.45767 -2.24282 -0.043 -0.113 0.088 0.00
C 2.81075 2.19849 -1.55444 0.102 -0.023 -0.040 0.00
O 1.48916 2.42052 -1.03618 -0.167 -0.035 0.029 0.00
P 0.30299 1.31183 -1.15709 -0.366 -0.061 0.069 0.07
O -0.97033 2.28554 -1.14326 0.140 -0.024 -0.092 0.00
C -1.25215 3.07625 0.03153 -0.075 0.091 0.034 0.00
C -1.02824 4.54174 -0.26938 -0.008 -0.129 0.032 0.00
O 0.32065 0.87022 -2.69339 0.079 0.040 0.075 -0.01
C 0.16923 1.83024 -3.77091 -0.056 0.037 -0.111 0.00
C 1.12711 1.48595 -4.88939 -0.074 0.016 0.098 0.00
H 4.33484 3.33985 -2.54581 0.047 -0.022 -0.019 0.00
H 3.22936 4.30864 -1.56717 -0.001 0.018 0.029 0.00
H 2.70390 3.67380 -3.12993 -0.062 0.006 -0.043 0.00
H 3.47135 1.94254 -0.72089 -0.011 0.020 -0.043 0.00
H 2.79509 1.34782 -2.24004 0.046 0.022 -0.013 0.00
H -0.62111 2.74150 0.86080 -0.021 0.021 -0.044 0.00
H -2.29315 2.87100 0.29498 0.098 0.041 -0.020 0.00
H 0.01740 4.73032 -0.50286 0.054 -0.005 -0.015 0.00
H -1.30593 5.14313 0.59392 -0.022 0.045 0.075 0.00
H -1.63824 4.85361 -1.11420 -0.045 0.009 -0.049 0.00
H 0.33579 2.83672 -3.38406 0.033 -0.018 -0.016 0.00
H -0.86817 1.76922 -4.10545 0.048 0.025 0.020 0.00
H 2.16190 1.51684 -4.55182 0.046 0.018 0.037 0.00
H 1.01430 2.20310 -5.70134 -0.019 0.030 -0.026 0.00
H 0.92270 0.49273 -5.28337 -0.010 -0.059 -0.008 0.00
C -0.73110 -1.82914 -3.88324 0.021 -0.073 0.041 0.00
Sb -0.82347 -2.15537 -1.77970 -0.185 0.073 0.178 0.02
C -2.95711 -2.18052 -1.70261 0.088 -0.021 -0.068 0.00
C -0.55847 -4.28260 -1.80832 0.034 0.096 0.011 0.01
H -1.35380 -2.57539 -4.37299 0.007 -0.031 -0.021 0.00
H 0.28747 -1.90187 -4.25240 0.085 0.005 -0.011 0.00
H -1.11698 -0.83722 -4.09727 -0.023 0.057 -0.008 0.00
H -3.31809 -2.78699 -2.53033 -0.025 -0.028 -0.044 0.00
H -3.33765 -1.16771 -1.80545 -0.017 0.078 0.014 0.00
H -3.32163 -2.59658 -0.76850 0.006 -0.043 0.081 0.00
H -1.27883 -4.72005 -2.49392 -0.055 -0.039 -0.053 0.00
H -0.72272 -4.69261 -0.81458 -0.018 -0.030 0.085 0.00
H 0.44356 -4.54661 -2.13886 0.059 -0.027 -0.046 0.00
C -2.21123 1.62566 3.35215 -0.061 -0.190 -0.018 0.00
Si -2.68948 -0.03094 2.56644 -0.046 0.092 -0.087 0.03
C -4.49238 0.04691 2.02002 0.208 0.009 0.114 -0.01
C -2.58685 -1.43282 3.83017 0.038 0.186 -0.066 0.00
C -1.74090 -0.37822 0.99125 0.555 0.352 -0.704 -0.23
H -1.54264 1.52529 4.20612 0.080 -0.018 0.067 0.00
H -3.09815 2.14245 3.71602 -0.106 0.019 0.026 0.00
H -1.72499 2.28224 2.63228 0.000 0.018 -0.005 0.00
H -5.15213 0.28645 2.85350 -0.043 0.023 0.085 0.00
H -4.81208 -0.91282 1.61423 -0.010 -0.082 -0.045 0.00
H -4.64622 0.79864 1.24651 0.013 0.074 -0.058 0.00
H -3.41472 -1.33174 4.53186 -0.079 0.012 0.060 0.00
H -1.67698 -1.45893 4.42916 0.040 -0.022 0.024 0.00
H -2.69006 -2.40369 3.34790 -0.022 -0.092 -0.089 0.00
H -2.08268 0.36728 0.25815 -0.326 -0.121 0.106 0.01
H -2.11082 -1.34666 0.64269 -0.167 0.005 0.081 0.01
```
Positions in Å, forces in eV/Å.

Calculated values
- spin multiplicity = 2
- net charge = +1
- E_tot (eV) = -120441.4671
- maximum force (eV Å⁻¹) = 1.1
- HOMO-LUMO gap (alpha / beta) (eV) = 7.29 / 9.10